{"formula": "C6H14O2", "method": "ωB97M-V with the def2-TZVPD basis set", "homo_energy_ev": -10.1, "lumo_ev": 0.80, "homo_lumo_gap_ev": 10.9, "energy_ha": -387.436266, "smiles": "C=CCCCCO.O", "multiplicity": 1, "de_lowest_kj_mol": 187.06, "symbols": ["C", "C", "C", "C", "C", "C", "O", "H", "H", "H", "H", "H", "H", "H", "H", "H", "H", "H", "H", "O", "H", "H"], "positions_angstrom": [[-0.5230, 1.7194, -2.0937], [0.1128, 0.5712, -1.9499], [0.8356, 0.2160, -0.6568], [-0.0744, 0.0671, 0.5769], [-0.6907, -1.3402, 0.6325], [0.3333, -2.4922, 0.7481], [1.5030, -2.1665, 1.4967], [-0.5092, 2.5741, -1.4316], [-1.0406, 1.9943, -3.0113], [-0.0345, -0.2529, -2.6275], [1.6099, 0.9599, -0.4748], [1.3834, -0.7213, -0.7546], [-0.9337, 0.7275, 0.5755], [0.4964, 0.2220, 1.4962], [-1.1481, -1.4832, -0.3439], [-1.4149, -1.4272, 1.4282], [0.5560, -2.9131, -0.2328], [-0.1170, -3.2682, 1.3729], [2.0484, -1.5680, 0.9583], [-0.8735, 3.1818, 1.6063], [-0.4886, 2.3986, 2.0085], [-1.0305, 3.0008, 0.6767]], "mulliken_charge": [-0.680, -0.302, -0.712, -0.343, -0.753, -0.581, -0.544, 0.184, 0.257, 0.327, 0.321, 0.350, 0.321, 0.416, 0.269, 0.418, 0.296, 0.359, 0.343, -0.636, 0.385, 0.305]}

{"formula": "C3H10N2O", "method": "ωB97M-V with the def2-TZVPD basis set", "homo_energy_ev": -8.2, "lumo_ev": 0.88, "homo_lumo_gap_ev": 9.1, "energy_ha": -304.988080, "smiles": "C=CN.NCO", "multiplicity": 1, "de_lowest_kj_mol": 227.29, "symbols": ["C", "C", "N", "H", "H", "H", "H", "H", "N", "C", "O", "H", "H", "H", "H", "H"], "positions_angstrom": [[3.1479, 0.5844, 0.1604], [3.3100, 1.7680, -0.4561], [4.3687, 2.0324, -1.3135], [2.5828, 0.5302, 1.0798], [3.8057, -0.2596, -0.0241], [2.4695, 2.4547, -0.5100], [4.7133, 1.1899, -1.7412], [4.3508, 2.8743, -1.8473], [-3.1787, -0.2225, 0.7298], [-2.8154, -1.6099, 0.5071], [-4.0354, -2.3692, 0.2946], [-2.4308, 0.2771, 1.2003], [-4.0053, -0.1432, 1.3044], [-2.3716, -2.0865, 1.3832], [-2.2993, -1.7313, -0.4427], [-4.7711, -1.7487, 0.1729]], "mulliken_charge": [-0.812, 0.133, -0.448, 0.241, 0.226, 0.255, 0.183, 0.223, -0.619, -0.025, -0.532, 0.225, 0.204, 0.228, 0.228, 0.290]}

{"formula": "CHClO2", "method": "ωB97M-V with the def2-TZVPD basis set", "homo_energy_ev": -10.4, "lumo_ev": 0.28, "homo_lumo_gap_ev": 10.7, "energy_ha": -649.297026, "multiplicity": 1, "de_lowest_kj_mol": 19.20, "symbols": ["C", "O", "O", "Cl", "H"], "positions_angstrom": [[1.3730, 0.8144, -0.0072], [1.8561, 1.6023, 0.6343], [-0.9009, -0.3232, -0.4805], [-2.1555, -1.0527, 0.3645], [-0.1727, -1.0407, -0.5111]], "mulliken_charge": [0.132, -0.135, -0.391, -0.002, 0.396]}

{"formula": "C4H5NO2", "method": "ωB97M-V with the def2-TZVPD basis set", "homo_energy_ev": -8.4, "lumo_ev": -1.12, "homo_lumo_gap_ev": 7.2, "energy_ha": -360.575725, "multiplicity": 1, "de_lowest_kj_mol": 245.99, "symbols": ["O", "C", "N", "C", "C", "O", "C", "H", "H", "H", "H", "H"], "positions_angstrom": [[1.1104, 2.2064, 0.4622], [0.3991, 1.2430, 0.2767], [1.1788, 0.0801, -0.4603], [1.1039, -1.1586, -0.1785], [-1.6143, -0.2633, -0.0040], [-2.6692, -0.7199, 0.4070], [-0.9022, 0.8601, 0.5561], [1.8279, 0.4011, -1.1765], [0.4697, -1.4601, 0.6508], [1.6534, -1.9001, -0.7525], [-1.1578, -0.7257, -0.9176], [-1.4695, 1.5272, 1.1979]], "mulliken_charge": [-0.610, 0.371, -0.007, -0.323, -0.218, -0.568, -0.383, 0.278, 0.386, 0.280, 0.419, 0.375]}

{"formula": "C2HFN2O4", "method": "ωB97M-V with the def2-TZVPD basis set", "homo_energy_ev": [-10.0, -9.9], "lumo_ev": [-1.48, -1.57], "homo_lumo_gap_ev": [8.5, 8.3], "energy_ha": -586.935436, "smiles": "O=NC(=O)N=O.O=CF", "multiplicity": 1, "de_lowest_kj_mol": 20.76, "symbols": ["O", "N", "C", "O", "N", "O", "O", "C", "F", "H"], "positions_angstrom": [[-2.7227, 1.1791, -0.2516], [-2.2304, 0.1762, -0.6369], [-0.8670, 0.0016, -0.7701], [-0.2649, -0.9459, -1.1691], [-0.4058, 1.2327, -0.1720], [-1.1676, 2.0830, 0.1548], [2.3225, -0.0940, -0.1282], [1.9255, -0.9219, 0.6160], [1.1134, -0.6308, 1.5967], [2.2971, -2.0802, 0.7606]], "mulliken_charge": [-0.213, 0.149, 0.555, -0.495, 0.320, -0.298, -0.388, 0.326, -0.194, 0.239]}

{"formula": "C6H9N", "method": "ωB97M-V with the def2-TZVPD basis set", "homo_energy_ev": -9.4, "lumo_ev": 1.06, "homo_lumo_gap_ev": 10.5, "energy_ha": -288.669216, "smiles": "C[C@H]1C[C@H]1C1=NC1", "multiplicity": 1, "de_lowest_kj_mol": 296.22, "symbols": ["C", "C", "C", "C", "C", "N", "C", "H", "H", "H", "H", "H", "H", "H", "H", "H"], "positions_angstrom": [[-1.6519, -0.3486, 0.6729], [-1.0842, -0.1716, -0.7190], [-0.1258, 0.9194, -1.0514], [0.3601, -0.5188, -1.0130], [1.2610, -0.6746, 0.1177], [2.1290, -1.2707, 0.8000], [1.8191, 0.2198, 1.0829], [-0.9014, -0.1789, 1.4520], [-2.4755, 0.3507, 0.8454], [-2.0304, -1.3678, 0.8047], [-1.7627, -0.4435, -1.5223], [-0.1302, 1.4385, -1.9998], [0.1806, 1.5360, -0.2074], [0.5863, -1.0510, -1.9325], [2.5226, 0.9698, 0.7148], [1.2374, 0.5051, 1.9586]], "mulliken_charge": [-1.249, 0.112, -0.695, 0.021, 0.346, -0.658, -0.677, 0.221, 0.350, 0.318, 0.374, 0.295, 0.246, 0.463, 0.267, 0.265]}